(1)
# C34H80Cl10N4

9 unconnected molecules or ions with the total composition C34H80Cl10N4 at a distorted geometry (ωB97M-V/def2-TZVPD, OMol25).

Atoms and positions in Å:
Cl: 4.5556 -3.2698 2.3652
C: 5.2336 -1.9068 1.2512
C: 4.7286 -0.5848 1.6922
Cl: 5.6206 0.6822 0.9072
H: 5.1096 -2.3238 0.1202
H: 6.3036 -2.0628 1.4062
H: 4.9796 -0.3628 2.6792
H: 3.6166 -0.5338 1.6612
Cl: -3.9364 -1.8138 0.0732
C: -4.9834 -3.2648 -0.0598
C: -6.4124 -2.7258 0.2902
Cl: -7.5164 -4.0438 0.7032
H: -4.5194 -3.9878 0.6472
H: -4.8904 -3.5028 -0.9608
H: -6.8004 -2.3118 -0.6078
H: -6.3214 -2.0558 1.1552
Cl: -6.4554 2.7002 2.6962
C: -5.7324 1.5742 3.7922
C: -4.8554 0.5692 3.0062
Cl: -4.1244 -0.6838 3.9872
H: -6.5974 0.9442 4.0812
H: -4.9704 2.0412 4.6042
H: -4.2054 1.1102 2.5182
H: -5.7334 0.1652 2.3472
Cl: -1.7704 4.3972 0.6672
C: -1.6874 3.6782 2.2642
C: -2.8944 4.2302 3.1882
Cl: -2.8214 3.4572 4.8282
H: -0.7574 3.6112 2.6602
H: -1.9594 2.6042 2.3082
H: -3.9674 4.1572 2.8652
H: -2.8744 5.3682 3.2652
Cl: 5.6336 3.0752 3.6252
C: 4.3646 3.9932 2.8162
C: 2.9276 3.5602 3.1272
Cl: 1.7796 4.5312 2.3072
H: 4.6806 3.9082 1.6202
H: 4.4776 5.0562 3.0202
H: 2.6926 3.5682 4.2132
H: 3.0116 2.5482 2.8512
C: -0.6974 0.5812 3.8112
C: 0.3886 0.4342 2.7502
N: 0.0436 1.0632 1.4722
C: 1.1526 1.6152 0.7512
C: 2.4016 1.1332 0.9612
C: -0.5274 -0.0118 0.5792
C: -1.5444 0.6472 -0.4218
H: -0.6624 -0.1608 4.5072
H: -1.6934 0.6992 3.3102
H: -0.6224 1.4812 4.1392
H: 0.5996 -0.7078 2.7222
H: 1.3236 0.9052 3.2082
H: 1.2026 2.6762 1.4522
H: 0.7416 2.3582 -0.1568
H: 2.8566 0.4942 1.8292
H: 3.1126 1.9462 0.6982
H: 2.5966 0.3322 0.2162
H: -1.1694 -0.9798 1.0612
H: 0.0006 -0.4788 -0.0038
H: -2.0714 0.0202 -1.1558
H: -1.1934 1.5272 -0.9428
H: -2.3934 1.2022 0.1782
C: -0.2944 -4.7548 -4.3538
C: -1.6254 -3.9078 -4.3968
N: -1.2764 -2.4438 -4.6168
C: -2.3104 -1.6768 -5.2658
C: -3.6234 -1.9888 -5.3238
C: -0.9704 -1.7588 -3.3168
C: 0.0386 -0.4768 -3.4698
H: 0.3776 -4.4238 -5.0428
H: -0.6664 -5.7628 -4.2408
H: 0.3146 -4.4818 -3.6648
H: -2.2774 -4.0048 -3.4128
H: -2.2724 -4.1178 -5.2808
H: -1.8284 -1.7278 -6.1218
H: -1.9774 -0.6278 -5.3328
H: -4.0174 -3.0998 -5.1988
H: -4.2314 -1.4568 -6.1128
H: -4.0454 -1.6448 -4.4488
H: -0.4274 -2.5428 -2.8478
H: -1.9504 -1.6078 -2.7218
H: 0.9146 -0.8238 -3.8848
H: 0.2336 0.0882 -2.5138
H: -0.2464 0.2062 -4.1938
C: -1.7514 -4.6488 2.9762
C: -1.1664 -3.5958 1.9202
N: 0.0386 -4.2898 1.3902
C: -0.1414 -5.4638 0.5562
C: -1.1844 -5.6588 -0.3458
C: 0.8696 -3.3058 0.8212
C: 2.3756 -3.7048 1.0472
H: -2.2834 -5.5838 2.7332
H: -2.5194 -4.0248 3.3212
H: -0.9314 -4.8388 3.8022
H: -0.8654 -2.6878 2.2512
H: -2.0684 -3.4288 1.2162
H: -0.4164 -6.3268 1.4052
H: 0.6806 -6.1298 0.2652
H: -2.1494 -5.1258 -0.3608
H: -1.3824 -6.6698 -0.1828
H: -0.8144 -5.4038 -1.4228
H: 0.6866 -2.3758 1.2872
H: 0.4646 -3.1838 -0.2658
H: 2.8016 -3.0358 0.4222
H: 2.7766 -4.6678 0.5462
H: 2.3156 -3.4068 2.1572
C: 5.2556 3.2832 -1.4728
C: 4.5476 4.5922 -1.7348
N: 3.0746 4.3812 -1.8788
C: 2.0956 5.4102 -1.5478
C: 2.5306 6.7212 -1.9388
C: 2.7166 3.8862 -3.1638
C: 1.6916 2.6912 -2.8808
H: 6.2376 3.8722 -1.1548
H: 5.3776 2.6922 -2.2898
H: 4.8966 2.6732 -0.7658
H: 5.1506 5.0462 -2.5368
H: 4.6536 5.2532 -0.8618
H: 2.2666 5.5392 -0.4298
H: 1.0216 4.8962 -1.7238
H: 3.5166 7.2232 -2.0228
H: 2.2076 7.4972 -1.2798
H: 2.3456 6.8302 -2.9278
H: 3.5836 3.4632 -3.7708
H: 2.2866 4.5842 -3.8138
H: 1.6366 2.1532 -3.8158
H: 0.8046 3.0842 -2.4888
H: 2.1536 1.9492 -2.2328

Cartesian forces (eV/Å) of the 6 atoms listed first:
2.447 1.457 0.067
0.809 -3.581 -1.549
-1.034 -0.927 -0.336
0.193 0.785 -1.190
-0.441 1.541 2.673
-0.117 0.564 0.115

Values from the calculation:
HOMO = -7.9 eV
SMILES = CCN(CC)CC.CCN(CC)CC.CCN(CC)CC.CCN(CC)CC.ClCCCl.ClCCCl.ClCCCl.ClCCCl.ClCCCl
energy above the lowest of the compared OMol25 structures with the same formula, charge and spin = 120.3 kcal/mol
calculated total energy = -167719.42173 eV
charge = 0

(2)
# C2H5Br

C2H5Br in the gas phase at a distorted geometry (ωB97M-V/def2-TZVPD, OMol25).

Atoms and positions in Å:
C: -0.4357 -0.7170 -0.2556
C: 0.1677 0.5458 0.3845
Br: 1.9376 1.4516 -0.6731
H: -1.3868 -0.6896 0.1857
H: -0.5136 -0.6362 -1.3924
H: 0.1335 -1.7074 -0.0732
H: 0.5444 0.2626 1.4638
H: -0.4472 1.4902 0.3602

Cartesian forces (eV/Å) of the 6 atoms listed first:
2.629 0.038 -2.029
1.857 0.317 0.907
-1.864 -1.302 1.191
-1.635 -0.670 0.440
-0.127 0.090 1.574
-0.903 1.859 0.115

Values from the calculation:
HOMO = -10.0 eV
SMILES = CCBr
energy above the lowest of the compared OMol25 structures with the same formula, charge and spin = 11.2 kcal/mol
calculated total energy = -72196.63536 eV
charge = 0

(3)
# C2H3N3O

C2H3N3O in the gas phase at a distorted geometry (ωB97M-V/def2-TZVPD, OMol25).

Atoms and positions in Å:
N: -0.5680 -0.3148 -0.2210
C: 0.1740 0.7904 -0.3313
C: 1.1974 0.5748 0.5810
O: -1.6786 -0.5723 -0.9752
N: -0.0443 -1.1947 0.6816
N: 1.0059 -0.6252 1.1468
H: -2.0254 -1.4309 -0.7095
H: -0.0768 1.5685 -1.0225
H: 2.0157 1.2043 0.8500

Cartesian forces (eV/Å) of the 6 atoms listed first:
0.569 -0.766 0.645
0.206 -0.156 0.278
-0.730 0.170 -0.646
0.126 0.422 -0.142
-1.324 0.435 -1.183
0.667 -0.180 0.660

Values from the calculation:
HOMO = -9.8 eV
SMILES = On1ccnn1
energy above the lowest of the compared OMol25 structures with the same formula, charge and spin = 69.4 kcal/mol
calculated total energy = -8637.48370 eV
charge = 0

(4)
# C6H14N2O2

2 unconnected molecules or ions with the total composition C6H14N2O2 at a distorted geometry (ωB97M-V/def2-TZVPD, OMol25).

Atoms and positions in Å:
C: 2.0717 0.2519 2.1171
C: -1.6549 -0.3490 1.8311
C: 0.7130 0.4331 1.4998
O: 0.4388 1.4122 0.8245
N: -0.1725 -0.6232 1.7507
H: 1.9898 -0.5046 3.0741
H: -0.0429 -1.4735 2.3482
H: -1.8517 0.5672 2.2864
H: 2.7591 -0.1575 1.3990
H: 2.5263 1.1639 2.3438
H: -2.1366 -0.4825 0.8914
H: -2.1223 -1.0013 2.5755
C: 1.1693 1.4446 -2.1930
C: -1.6207 -1.2072 -1.5655
C: -0.3350 -0.6250 -2.1298
O: 0.2854 -1.1040 -3.1198
N: 0.0118 0.6300 -1.6973
H: -0.2995 1.1010 -0.8743
H: 1.8419 0.8221 -2.7712
H: -1.4774 -2.1330 -1.1339
H: 0.6949 2.1608 -2.8321
H: 1.7257 1.8906 -1.3927
H: -2.2651 -0.6000 -0.8112
H: -2.2491 -1.6166 -2.4209

Cartesian forces (eV/Å) of the 6 atoms listed first:
-0.902 -3.116 1.915
1.184 -1.382 0.332
0.183 -2.091 1.414
-0.728 -0.057 -0.441
-1.824 0.244 0.548
0.490 2.115 -2.433

Values from the calculation:
HOMO (alpha / beta) = -13.9 / -13.9 eV
energy above the lowest of the compared OMol25 structures with the same formula, charge and spin = 44.8 kcal/mol
expectation value of S² = 0.788
calculated total energy = -13514.81748 eV
charge = +1
2S+1 = 2